{"formula": "C34H97BrN4O17P3", "method": "wB97M-V/def2-TZVPD", "total_charge": 1, "energy_ha": -6449.59868, "elements": ["C", "C", "C", "Br", "N", "C", "P", "O", "O", "O", "C", "N", "C", "P", "O", "N", "P", "C", "C", "N", "H", "H", "H", "H", "H", "H", "H", "H", "H", "H", "H", "H", "H", "H", "H", "H", "H", "H", "H", "C", "C", "O", "H", "H", "H", "H", "H", "H", "C", "C", "O", "H", "H", "H", "H", "H", "H", "C", "C", "O", "H", "H", "H", "H", "H", "H", "C", "C", "O", "H", "H", "H", "H", "H", "H", "C", "C", "O", "H", "H", "H", "H", "H", "H", "C", "C", "O", "H", "H", "H", "H", "H", "H", "C", "C", "O", "H", "H", "H", "H", "H", "H", "C", "C", "O", "H", "H", "H", "H", "H", "H", "C", "C", "O", "H", "H", "H", "H", "H", "H", "C", "C", "O", "H", "H", "H", "H", "H", "H", "C", "C", "O", "H", "H", "H", "H", "H", "H", "C", "C", "O", "H", "H", "H", "H", "H", "H", "C", "C", "O", "H", "H", "H", "H", "H", "H"], "positions_angstrom": [[-2.581, -1.267, 2.828], [-1.753, -1.810, 1.652], [-1.790, -0.898, 0.427], [-2.640, -1.791, -1.096], [-0.519, -0.314, 0.051], [0.753, -1.028, 0.076], [1.289, -1.647, -1.546], [0.436, -2.744, -1.986], [1.251, -0.420, -2.556], [2.803, -2.041, -1.344], [-0.451, 0.966, -0.340], [0.694, 1.574, -0.658], [0.361, 2.824, -0.893], [1.614, 4.091, -1.285], [1.857, 5.039, -0.181], [-0.941, 3.057, -0.771], [-1.782, 4.640, -1.018], [-2.051, 4.516, -2.813], [-3.443, 4.213, -0.440], [-1.473, 1.840, -0.408], [-1.937, -0.753, 3.541], [-3.065, -2.082, 3.355], [-3.335, -0.552, 2.505], [-0.730, -1.952, 1.987], [-2.119, -2.793, 1.371], [-2.460, -0.076, 0.652], [0.688, -1.919, 0.691], [1.494, -0.368, 0.528], [2.036, 0.145, -2.527], [3.384, -1.260, -1.349], [2.720, 3.327, -1.646], [1.086, 4.652, -2.454], [-2.802, 3.772, -3.076], [-2.408, 5.492, -3.145], [-1.125, 4.293, -3.335], [-3.784, 3.226, -0.733], [-4.097, 4.937, -0.924], [-3.496, 4.324, 0.637], [-2.455, 1.727, -0.210], [-6.858, -0.637, -1.315], [-6.766, 0.655, -2.097], [-5.458, 1.238, -1.990], [-6.632, -0.463, -0.262], [-7.849, -1.083, -1.389], [-6.129, -1.356, -1.698], [-7.462, 1.400, -1.716], [-6.997, 0.484, -3.152], [-4.836, 0.589, -2.340], [5.772, 2.338, -1.984], [4.699, 1.441, -2.559], [4.494, 0.270, -1.748], [6.711, 1.794, -1.889], [5.934, 3.205, -2.624], [5.488, 2.697, -0.991], [4.982, 1.067, -3.540], [3.755, 1.987, -2.668], [4.268, 0.578, -0.860], [-0.745, 2.487, -5.618], [0.657, 2.944, -5.274], [1.248, 2.157, -4.229], [-1.386, 2.521, -4.736], [-1.183, 3.119, -6.391], [-0.736, 1.456, -5.977], [0.655, 3.970, -4.902], [1.296, 2.914, -6.160], [1.271, 1.245, -4.538], [3.186, 2.076, 3.588], [3.708, 2.169, 2.170], [2.736, 2.678, 1.255], [2.302, 1.437, 3.634], [3.938, 1.656, 4.252], [2.907, 3.065, 3.961], [3.980, 1.179, 1.802], [4.600, 2.802, 2.152], [2.491, 3.570, 1.530], [1.145, -6.304, -2.761], [2.326, -6.618, -1.864], [3.438, -5.768, -2.125], [1.425, -6.403, -3.810], [0.304, -6.970, -2.559], [0.822, -5.276, -2.604], [2.685, -7.635, -2.023], [2.032, -6.526, -0.811], [3.150, -4.860, -1.985], [6.182, -0.420, 7.192], [5.419, 0.054, 5.971], [4.003, 0.014, 6.160], [5.884, -1.435, 7.456], [7.256, -0.409, 7.008], [5.979, 0.225, 8.050], [5.616, -0.598, 5.121], [5.737, 1.068, 5.700], [3.790, 0.584, 6.905], [-11.460, -1.533, -1.269], [-10.411, -2.506, -1.772], [-9.624, -3.050, -0.715], [-10.992, -0.732, -0.696], [-12.016, -1.093, -2.098], [-12.173, -2.039, -0.614], [-9.696, -1.999, -2.420], [-10.880, -3.302, -2.358], [-10.208, -3.523, -0.115], [8.525, 3.822, 2.023], [7.499, 3.340, 3.030], [8.096, 2.780, 4.194], [9.181, 3.002, 1.730], [8.041, 4.221, 1.130], [9.147, 4.609, 2.452], [6.891, 2.542, 2.603], [6.829, 4.158, 3.318], [8.635, 3.456, 4.620], [-1.108, 2.431, 4.143], [-1.479, 2.890, 2.749], [-2.879, 2.802, 2.475], [-1.448, 1.410, 4.312], [-0.027, 2.471, 4.292], [-1.578, 3.068, 4.896], [-1.009, 2.248, 2.006], [-1.127, 3.914, 2.581], [-3.350, 3.348, 3.114], [10.607, 0.158, 6.318], [9.850, 0.982, 7.342], [9.197, 2.104, 6.758], [11.344, 0.775, 5.806], [11.121, -0.680, 6.792], [9.925, -0.242, 5.564], [10.532, 1.391, 8.086], [9.121, 0.356, 7.868], [8.575, 1.785, 6.092], [-7.729, -5.622, 1.989], [-7.325, -4.280, 2.573], [-6.330, -3.627, 1.787], [-6.861, -6.275, 1.906], [-8.478, -6.114, 2.611], [-8.142, -5.491, 0.986], [-6.894, -4.411, 3.564], [-8.199, -3.626, 2.670], [-6.702, -3.490, 0.909], [0.159, -10.553, -2.866], [-0.898, -9.927, -1.976], [-0.522, -9.948, -0.602], [0.351, -11.580, -2.559], [-0.154, -10.552, -3.911], [1.100, -10.001, -2.794], [-1.831, -10.486, -2.039], [-1.102, -8.898, -2.290], [0.298, -9.454, -0.511], [-5.006, 4.973, -7.775], [-3.640, 5.324, -7.219], [-2.620, 4.437, -7.676], [-5.275, 3.951, -7.508], [-5.770, 5.649, -7.389], [-5.009, 5.047, -8.865], [-3.635, 5.238, -6.132], [-3.379, 6.356, -7.476], [-2.586, 4.496, -8.636]], "forces_ev_per_a": [[0.31, 0.08, -0.01], [-0.16, -0.19, 0.15], [0.11, 0.11, 0.06], [-0.10, 0.11, -0.15], [-0.18, 0.20, 0.14], [0.32, 0.08, 0.06], [-0.65, -0.67, -0.43], [0.06, -0.09, 0.05], [0.26, 0.12, -0.19], [0.10, 0.27, 0.22], [-0.29, -0.39, 0.18], [0.26, -0.04, -0.02], [0.37, 0.13, -0.20], [0.17, 0.58, 0.61], [-0.17, 0.05, 0.03], [-0.41, -0.17, 0.25], [0.23, 0.16, -0.16], [-0.23, -0.11, -0.11], [0.16, 0.07, 0.25], [0.02, 0.00, -0.35], [-0.01, 0.07, 0.03], [-0.12, -0.01, 0.04], [-0.19, -0.09, -0.01], [0.09, -0.01, -0.02], [0.00, -0.03, -0.06], [-0.07, 0.04, 0.00], [-0.17, -0.03, 0.09], [0.11, -0.05, -0.02], [-0.07, 0.13, 0.08], [0.49, -0.16, -0.28], [-0.15, -0.23, -0.24], [0.10, -0.07, -0.22], [0.00, -0.09, -0.02], [0.03, 0.06, -0.05], [0.08, 0.08, -0.03], [-0.19, -0.18, -0.17], [-0.09, 0.07, 0.05], [-0.14, -0.04, 0.07], [-0.06, 0.10, 0.03], [0.09, 0.01, 0.04], [0.15, -0.06, -0.02], [0.13, 0.04, 0.00], [-0.04, 0.00, 0.02], [-0.01, -0.01, 0.02], [-0.05, -0.06, 0.00], [0.03, 0.05, 0.02], [-0.07, 0.03, 0.00], [-0.03, 0.00, 0.03], [0.00, -0.09, 0.10], [0.07, -0.02, -0.06], [-0.51, 0.02, 0.29], [0.02, 0.00, -0.03], [-0.01, 0.01, -0.02], [-0.03, 0.04, -0.01], [0.00, -0.02, -0.01], [0.03, -0.09, -0.10], [0.22, 0.17, 0.06], [0.05, -0.06, 0.08], [0.00, -0.11, -0.02], [0.01, 0.17, 0.12], [-0.01, -0.02, -0.02], [-0.02, -0.01, 0.00], [0.01, 0.01, -0.05], [0.03, 0.03, -0.02], [0.01, 0.07, 0.00], [-0.09, -0.08, 0.07], [-0.16, 0.02, -0.10], [-0.05, 0.20, 0.12], [0.00, -0.16, 0.04], [0.03, -0.04, 0.01], [-0.01, -0.02, 0.04], [0.05, 0.01, 0.00], [0.04, -0.02, -0.03], [0.06, -0.07, -0.08], [0.07, 0.11, -0.15], [0.10, 0.01, -0.10], [-0.02, 0.15, 0.05], [-0.03, -0.05, 0.01], [0.01, -0.08, 0.00], [0.00, 0.01, 0.02], [-0.12, 0.07, 0.05], [0.03, -0.01, -0.01], [-0.02, -0.09, 0.00], [0.00, 0.03, -0.03], [-0.12, -0.05, 0.02], [-0.03, 0.04, 0.06], [0.11, 0.03, -0.03], [0.02, -0.02, -0.01], [-0.01, 0.00, -0.02], [0.04, 0.03, 0.00], [0.01, 0.00, -0.03], [0.02, -0.02, -0.04], [-0.02, -0.03, 0.05], [0.08, 0.00, 0.09], [-0.02, 0.07, 0.03], [0.03, -0.03, 0.01], [0.00, 0.02, -0.02], [0.00, -0.02, -0.02], [-0.03, -0.01, -0.03], [-0.03, 0.00, -0.07], [0.05, -0.04, 0.01], [-0.02, -0.01, 0.01], [0.07, -0.07, 0.07], [0.00, 0.06, 0.10], [-0.04, -0.02, -0.06], [-0.01, -0.01, -0.02], [-0.02, 0.01, 0.00], [-0.02, 0.04, -0.02], [-0.01, -0.02, 0.00], [-0.04, -0.01, -0.07], [0.07, -0.04, 0.05], [-0.18, -0.03, 0.03], [0.08, 0.08, 0.11], [0.10, -0.06, -0.10], [0.03, -0.01, 0.00], [-0.02, 0.02, -0.03], [0.04, 0.02, 0.02], [0.12, 0.00, 0.02], [0.03, -0.01, -0.05], [-0.04, -0.06, 0.06], [-0.02, 0.07, -0.04], [-0.03, 0.01, -0.08], [-0.05, -0.04, 0.04], [0.02, 0.00, 0.01], [-0.01, -0.01, 0.01], [-0.01, -0.03, 0.01], [0.01, 0.00, 0.03], [0.06, 0.01, 0.07], [0.03, 0.02, -0.06], [0.09, 0.05, -0.08], [-0.07, 0.03, -0.14], [0.01, -0.03, 0.06], [0.00, -0.02, 0.03], [-0.01, 0.02, 0.01], [-0.05, -0.01, 0.02], [0.05, 0.04, 0.01], [-0.02, -0.04, 0.07], [0.00, 0.02, -0.03], [0.01, -0.01, 0.07], [0.15, 0.06, 0.03], [-0.08, -0.01, -0.05], [-0.01, -0.02, -0.01], [-0.01, 0.02, 0.00], [-0.01, 0.02, -0.04], [-0.03, 0.00, 0.03], [-0.06, -0.02, -0.05], [0.03, -0.01, 0.02], [0.05, -0.10, 0.00], [-0.01, 0.01, -0.11], [-0.06, 0.05, 0.03], [-0.01, 0.00, 0.02], [0.01, 0.02, 0.00], [-0.02, 0.04, -0.01], [0.01, 0.01, 0.02], [0.00, 0.02, 0.06], [0.02, -0.03, -0.03]], "lowdin_charge": [-0.06, -0.24, -0.64, 0.77, -0.07, -0.15, 0.40, -0.27, -0.11, -0.09, -0.32, 0.18, -0.41, 0.77, -0.41, -0.18, 0.98, -0.28, -0.27, 0.17, 0.06, 0.08, 0.07, 0.10, 0.09, 0.07, 0.10, 0.11, 0.06, 0.05, 0.01, 0.01, 0.05, 0.05, 0.00, 0.03, 0.06, 0.02, 0.15, -0.08, -0.30, -0.12, 0.08, 0.05, 0.07, 0.11, 0.11, 0.05, -0.07, -0.29, -0.09, 0.09, 0.09, 0.07, 0.13, 0.07, 0.08, -0.07, -0.30, -0.12, 0.05, 0.06, 0.09, 0.09, 0.12, 0.07, -0.07, -0.30, -0.13, 0.07, 0.05, 0.08, 0.11, 0.10, 0.06, -0.08, -0.32, -0.08, 0.08, 0.06, 0.05, 0.10, 0.11, 0.06, -0.08, -0.33, -0.09, 0.08, 0.05, 0.08, 0.12, 0.10, 0.08, -0.09, -0.33, -0.10, 0.07, 0.08, 0.07, 0.10, 0.11, 0.08, -0.08, -0.32, -0.09, 0.08, 0.07, 0.08, 0.10, 0.11, 0.09, -0.06, -0.32, -0.10, 0.06, 0.07, 0.08, 0.09, 0.12, 0.09, -0.09, -0.32, -0.09, 0.08, 0.08, 0.07, 0.11, 0.09, 0.04, -0.09, -0.32, -0.09, 0.08, 0.08, 0.07, 0.11, 0.11, 0.07, -0.09, -0.33, -0.08, 0.08, 0.08, 0.06, 0.11, 0.09, 0.07, -0.09, -0.32, -0.10, 0.08, 0.08, 0.08, 0.10, 0.11, 0.09]}